The following is a DFT calculation (wB97M-V/def2-TZVPD) of 2 unconnected molecules or ions with the total composition C20H30F3N3O3.

```
59
Properties=species:S:1:pos:R:3:nbo_charge:R:1
H 0.379 1.402 3.970 0.18
H 3.460 -0.787 4.318 0.17
H 2.355 -4.021 -3.304 0.21
H -2.968 -0.559 -5.987 0.25
H -2.101 1.399 -0.825 0.22
H 1.767 3.526 -1.449 0.23
H 1.475 -1.211 2.856 0.22
N 0.365 -3.355 -3.262 -0.61
H 0.000 0.166 -1.174 0.23
C -0.727 -1.246 -2.632 -0.12
C 1.198 3.231 -0.570 -0.16
C 2.897 -0.397 5.173 -0.22
H -1.271 -0.834 -5.545 0.22
O -3.718 -2.285 -4.388 -0.63
C 0.388 -2.291 -2.447 0.66
N 1.842 -1.348 5.569 -0.65
H -0.201 -0.863 5.384 0.17
H 0.256 -2.401 4.644 0.20
C -2.258 -0.588 -5.162 -0.72
C 1.227 0.787 3.664 0.10
H -2.241 0.383 -4.673 0.23
H -2.387 -2.583 -2.465 0.41
C 2.257 0.935 4.797 -0.43
H -0.826 2.168 2.547 0.21
C -0.944 -0.332 -1.400 -0.20
H -2.363 -1.562 -0.311 0.19
C -2.705 -1.642 -4.171 0.67
H 3.034 1.650 4.508 0.23
C 0.748 -0.660 3.461 -0.44
H -1.640 1.377 -2.530 0.21
F -2.106 4.667 -1.276 -0.32
H -2.951 0.324 -1.936 0.21
H 2.221 -2.290 5.677 0.36
H -0.382 -3.404 -3.937 0.40
C -0.220 2.450 1.697 -0.27
C 0.580 -1.367 4.806 -0.22
H -1.840 3.616 0.922 0.23
H 3.600 -0.254 6.000 0.20
N -1.987 -1.887 -3.076 -0.63
H 1.184 -5.119 -4.070 0.21
H 1.755 1.334 5.683 0.21
C -0.757 4.593 -1.434 0.98
C -1.981 0.761 -1.698 -0.61
H -0.663 -1.831 0.142 0.23
C -0.818 3.285 0.751 -0.18
C 1.108 2.010 1.540 0.32
O 1.239 -2.175 -1.575 -0.63
C -1.401 -1.080 -0.141 -0.62
H 1.264 -4.988 -2.296 0.21
H 2.817 2.070 0.251 0.23
F -0.232 5.840 -1.313 -0.32
H -0.364 -0.592 -3.422 0.23
O 1.820 1.238 2.432 -0.50
F -0.506 4.120 -2.684 -0.33
H -0.202 -0.661 2.920 0.21
C 1.347 -4.437 -3.235 -0.41
C -0.120 3.683 -0.400 -0.19
H -1.497 -0.373 0.684 0.21
C 1.795 2.407 0.389 -0.26
```

Output
- structure (SMILES) = CNC(=O)[C@@H](NC(C)=O)C(C)C.FC(F)(F)c1ccc(OC2CCNCC2)cc1
- highest occupied orbital energy (eV) = -8.6
- gap between HOMO and LUMO (eV) = 9.200
- LUMO (eV) = 0.581

***

The following is a DFT calculation (wB97M-V/def2-TZVPD) of 8 unconnected molecules or ions with the total composition C20H30F7N8O3P.

```
69
Properties=species:S:1:pos:R:3:nbo_charge:R:1
H 3.949 -4.569 -0.143 0.26
N 0.334 2.306 -3.310 -0.33
P -2.742 3.801 -0.357 1.25
H -4.471 -1.469 -0.340 0.25
H -5.835 -1.477 0.772 0.26
C -0.371 2.072 -4.182 0.30
H -0.116 2.555 0.600 0.20
H -4.333 3.956 1.001 0.49
H -2.167 1.218 0.687 0.18
C 2.682 -0.545 1.305 0.54
H 5.689 -4.592 0.126 0.26
H 0.501 1.505 -0.639 0.24
H -4.980 8.024 2.834 0.26
C 5.293 -0.465 -2.046 -0.73
H -3.230 2.429 -2.425 0.20
H -0.760 1.201 -6.056 0.25
N -2.800 6.549 1.096 -0.36
H 0.076 0.812 2.178 0.39
C -2.962 2.269 -1.383 -0.40
H -3.619 7.714 3.910 0.26
F 3.887 -1.072 3.316 -0.30
N 6.386 -1.573 -4.129 -0.33
C 7.970 -7.782 0.805 -0.72
F 2.130 1.181 2.814 -0.33
H -1.384 -0.093 -0.151 0.18
H -3.767 1.684 -0.935 0.18
F 2.892 -0.733 -0.010 -0.30
H -1.633 2.699 -5.743 0.25
F 4.660 0.577 2.084 -0.30
C 4.725 -4.817 0.580 -0.73
N 0.531 0.616 1.296 -0.66
C -1.430 0.991 -0.075 -0.08
C 5.906 -1.082 -3.212 0.29
N 4.581 -7.318 1.279 -0.34
H -10.491 -1.348 1.004 0.26
N -3.364 -0.385 2.410 -0.36
C -9.725 -1.862 0.426 -0.72
H -10.201 -2.313 -0.442 0.26
H 5.518 0.599 -2.002 0.26
C 4.645 -6.215 0.971 0.29
C 4.047 -0.621 2.063 0.92
C -3.895 8.052 2.913 -0.72
H 7.372 -7.038 1.325 0.26
F 2.486 1.711 0.724 -0.31
C -8.679 -0.938 0.019 0.30
C -0.059 1.517 0.286 -0.26
C 9.296 -7.270 0.497 0.29
H 5.654 -0.922 -1.127 0.25
C -1.268 1.780 -5.287 -0.72
C 1.923 0.796 1.528 0.77
N 10.341 -6.866 0.254 -0.33
O -1.763 1.526 -1.351 -0.54
H 7.436 -8.060 -0.102 0.26
C -4.980 -0.899 0.437 -0.73
H -2.129 1.207 -4.945 0.25
H -3.575 9.087 2.807 0.26
O -4.264 4.257 0.095 -0.98
H -9.317 -2.662 1.042 0.26
N -7.854 -0.208 -0.301 -0.35
H 4.600 -4.163 1.441 0.26
F 1.929 -1.547 1.799 -0.30
O -2.137 4.905 -1.384 -0.96
H -5.359 0.015 -0.011 0.27
H -1.523 5.405 -0.845 0.51
H 4.211 -0.574 -2.072 0.26
H 8.027 -8.663 1.441 0.26
F 4.860 -1.482 1.405 -0.32
C -4.077 -0.612 1.541 0.30
C -3.280 7.215 1.895 0.31
```

Output
- structure (SMILES) = OP(O)COCCNC(F)(F)C(F)(F)C(F)(F)F.CC#N.CC#N.CC#N.CC#N.CC#N.CC#N.CC#N
- highest occupied orbital energy (eV) = -8.0
- gap between HOMO and LUMO (eV) = 8.282
- LUMO (eV) = 0.273

***

The following is a DFT calculation (wB97M-V/def2-TZVPD) of a molecular structure, C20H30N10.

```
60
Properties=species:S:1:pos:R:3:nbo_charge:R:1
H 8.072 -36.944 -13.519 0.23
C 10.816 -34.814 -15.709 -0.75
N 3.939 -31.919 -16.893 -0.31
C 8.217 -34.029 -13.800 0.36
H 9.137 -37.313 -16.358 0.25
C 4.106 -36.836 -15.913 -0.83
H 9.516 -35.434 -18.084 0.31
H 10.849 -37.799 -16.031 0.26
H 9.373 -36.699 -12.410 0.25
H 3.649 -34.399 -15.217 0.26
C 4.157 -34.422 -16.182 -0.75
N 9.826 -39.612 -13.574 -0.34
C 6.147 -36.489 -18.102 0.55
H 5.959 -36.045 -15.644 0.28
C 10.172 -35.862 -18.841 -0.85
N 8.416 -35.171 -13.663 -0.45
C 5.460 -34.882 -13.308 -0.75
H 3.504 -35.940 -15.766 0.24
H 10.845 -35.006 -18.888 0.26
N 8.533 -35.944 -20.901 -0.41
C 7.369 -36.283 -18.884 -0.75
C 9.272 -35.900 -19.987 0.33
N 2.973 -38.834 -14.713 -0.39
H 7.786 -35.314 -18.611 0.26
C 11.146 -34.075 -14.491 0.29
H 5.233 -34.562 -16.083 0.24
C 10.114 -38.641 -17.888 0.24
H 3.600 -35.117 -16.810 0.29
N 11.455 -33.490 -13.565 -0.34
H 4.242 -36.932 -16.990 0.36
N 5.210 -36.753 -17.453 -0.50
H 11.248 -34.349 -16.595 0.25
H 8.064 -37.099 -18.686 0.27
H 4.593 -34.460 -12.799 0.27
C 9.236 -38.692 -13.188 0.29
C 5.468 -36.342 -13.178 0.26
H 10.467 -36.760 -17.387 0.24
H 11.241 -35.812 -15.601 0.26
N 8.780 -35.703 -17.102 -0.50
H 9.748 -34.874 -15.917 0.26
N 5.541 -37.468 -13.007 -0.28
H 7.165 -36.185 -19.950 0.33
C 10.096 -37.595 -16.792 -0.71
H 10.494 -36.858 -18.536 0.26
H 7.992 -37.479 -11.826 0.27
C 3.481 -37.922 -15.278 0.29
H 5.081 -36.724 -15.438 0.18
C 6.947 -35.758 -15.285 -0.79
H 7.281 -36.418 -14.484 0.31
C 7.978 -35.723 -16.288 0.53
C 8.623 -37.430 -12.714 -0.69
N 10.113 -39.346 -18.743 -0.29
H 6.874 -32.658 -14.219 0.25
C 7.929 -32.590 -13.957 -0.72
H 8.214 -32.001 -13.085 0.29
H 6.354 -34.361 -12.964 0.25
H 5.295 -34.719 -14.373 0.25
H 6.853 -34.706 -15.015 0.26
C 3.971 -33.105 -16.629 0.28
H 8.604 -32.340 -14.776 0.27
```

Output
- highest occupied orbital energy (eV) = -8.4
- gap between HOMO and LUMO (eV) = 7.692
- LUMO (eV) = -0.720